Entry 1:
ORCA calculation (ωB97M-V with the def2-TZVPD basis set) on a structure of composition C44H116BeN2O16 in a non-equilibrium geometry.

Values from the calculation:
Kohn-Sham gap	1.37	eV
E	-83634.3267	eV

ORCA input file:
```
! wB97M-V def2-TZVPD RIJCOSX def2/J DEFGRID3
* xyz 0 1
O 4.915 7.905 3.502
O -6.741 -7.065 -8.226
O 1.522 -11.679 -2.485
O 2.417 8.358 -2.051
O -2.285 -5.647 9.062
O -5.324 4.794 -9.010
O 7.756 -4.456 -0.521
O -8.445 -6.783 3.874
O -7.075 7.306 -0.446
O 1.968 -1.641 -1.939
O 3.398 -1.364 -9.528
O 10.826 1.449 -2.103
O -1.785 2.754 9.332
O -10.485 2.600 -0.219
O 3.870 -6.688 -4.401
O 3.587 3.499 -3.173
N 11.874 2.216 -1.480
N 1.011 -0.901 -1.128
C 12.512 1.635 -0.255
C 13.833 2.369 0.129
C 11.520 1.584 0.930
C 11.733 3.694 -1.572
C -5.039 5.514 -7.810
C 1.122 -2.346 0.967
C -5.748 7.023 1.469
C -0.999 -2.424 -1.561
C 2.648 -0.354 0.693
C 4.746 6.577 3.901
C 1.017 8.474 -1.638
C 13.713 3.950 0.143
C -6.870 -5.446 2.668
C 11.388 4.116 -3.019
C -5.772 -7.549 -6.089
C 0.124 8.304 -2.899
C -2.048 2.166 8.058
C -0.061 -10.789 -1.061
C -0.272 -6.253 7.768
C -2.333 -7.612 7.826
C -3.475 2.213 7.649
C -9.693 0.671 -1.357
C -1.810 -6.204 7.813
C 3.931 6.351 5.162
C 0.305 -0.001 1.110
C -0.412 -1.005 -1.662
C 13.103 4.384 -1.200
C 12.908 0.190 -0.463
C -7.791 8.610 1.444
C -6.943 -6.931 -6.842
C -6.612 8.027 0.656
C -8.047 -7.399 1.665
C 10.620 4.226 -0.659
C 1.313 -0.960 0.351
C -1.184 -0.172 0.750
C -5.569 4.726 -6.620
C -8.123 -6.281 2.634
C -0.494 -0.490 -3.094
C -6.981 -5.397 -6.475
C -10.949 0.447 0.906
C -10.009 1.301 -0.006
C -1.292 0.005 -0.828
C -1.670 0.687 8.309
C 0.161 -11.285 -2.483
Be 5.942 0.538 -5.727
H 2.863 3.112 -2.682
H 0.565 -9.904 -0.954
H 9.715 3.618 -0.654
H -0.596 0.519 8.388
H 14.186 2.141 1.135
H 10.893 4.397 0.382
H -6.874 -4.685 3.447
H 2.079 -10.905 -2.372
H 1.280 -3.198 0.305
H 14.721 4.355 0.229
H -1.404 2.669 7.337
H 11.495 5.179 -3.238
H 0.067 -6.907 8.572
H 0.328 9.032 -3.685
H -6.630 4.911 -6.451
H -0.465 -12.126 -2.781
H -5.571 -8.587 -6.353
H -6.009 -7.602 -5.026
H -9.025 1.333 0.461
H -0.920 8.309 -2.586
H 0.092 -5.297 8.142
H 3.618 -5.884 -3.947
H -8.965 1.244 -1.931
H -7.600 6.574 -0.114
H 0.862 7.640 -0.954
H 0.212 -6.561 6.841
H 0.291 -11.482 -0.297
H 3.535 -0.937 0.447
H -1.503 -1.138 1.143
H -5.004 5.086 -5.760
H 0.865 9.417 -1.112
H 12.015 1.735 1.890
H -3.364 -7.670 7.478
H 13.077 5.472 -1.140
H -1.500 -0.698 -3.458
H -11.259 0.942 1.826
H -0.390 -3.170 -2.072
H 0.578 1.027 0.871
H -5.471 3.657 -6.810
H -1.109 -10.510 -0.945
H 13.878 4.321 -1.963
H 10.384 3.763 -3.254
H -6.028 8.884 0.321
H -4.860 -6.964 -6.203
H -7.489 -6.647 -8.659
H -8.665 8.903 0.862
H -9.251 -0.317 -1.235
H 3.597 4.418 -2.903
H -7.832 -7.466 -6.506
H -2.335 0.055 -1.141
H 4.339 6.898 6.012
H -3.683 1.516 6.837
H -1.833 -8.120 7.001
H -6.675 -4.974 1.705
H -3.242 -5.672 9.000
H -0.836 2.903 9.346
H 0.125 -2.559 1.353
H -3.956 5.517 -7.925
H 10.371 5.218 -1.036
H -10.441 -0.444 1.276
H -7.084 -5.243 -5.401
H 3.073 -2.260 -9.621
H 3.985 5.290 5.403
H 13.082 4.266 0.974
H 2.884 6.611 5.007
H 10.783 2.386 0.896
H -7.663 9.440 2.139
H -7.330 -8.180 1.916
H -8.973 -7.972 1.716
H 2.769 -0.243 1.771
H 4.334 -7.202 -3.740
H -5.274 6.578 -7.808
H -2.232 0.290 9.154
H 5.799 6.414 4.131
H -2.184 -5.623 6.970
H -3.703 3.118 7.084
H 13.480 -0.134 0.406
H 12.095 -0.515 -0.633
H 2.831 0.571 0.146
H -6.273 4.899 -9.116
H -5.170 7.419 2.305
H 0.106 -1.037 -3.822
H -1.060 1.043 -1.066
H -4.158 1.939 8.452
H -8.229 7.780 1.999
H -6.087 -4.888 -6.835
H -1.776 0.607 1.230
H -1.113 -2.799 -0.544
H -6.019 -6.116 2.786
H 3.891 -1.203 -10.333
H 4.392 5.987 3.055
H 13.584 0.011 -1.300
H 2.944 8.423 -1.251
H -11.777 -0.022 0.375
H -9.278 -7.261 3.877
H -0.202 0.551 -3.241
H -7.807 -7.042 0.663
H -6.444 6.312 1.913
H 5.532 8.344 4.092
H -11.349 2.540 -0.633
H -8.911 -5.580 2.358
H 14.663 2.038 -0.496
H 10.937 0.663 0.944
H -2.284 -8.202 8.741
H 0.309 7.322 -3.334
H -7.873 -4.986 -6.946
H -0.217 -10.519 -3.160
H 12.180 3.733 -3.662
H -5.024 6.570 0.791
H -1.939 0.115 7.421
H -10.605 0.745 -1.950
H 8.460 -3.809 -0.464
H 0.452 -0.153 2.179
H 1.824 -2.571 1.769
H 6.952 -3.938 -0.497
H -1.993 -2.385 -2.006
*
```



Entry 2:
ORCA calculation (ωB97M-V with the def2-TZVPD basis set) on the ion C2H2NO3S with charge -1 in a non-equilibrium geometry.

Values from the calculation:
Kohn-Sham gap	7.64	eV
E	-20572.8038	eV

ORCA input file:
```
! wB97M-V def2-TZVPD RIJCOSX def2/J DEFGRID3
* xyz -1 1
S 2.637 1.512 0.150
O -0.872 -0.314 -0.101
O 2.552 -1.753 -0.785
O 1.326 -1.886 1.067
N 0.089 0.691 0.158
C 1.935 -1.337 0.143
C 1.778 0.233 0.130
H -0.438 -0.998 0.324
H 0.079 1.389 -0.486
*
```



Entry 3:
ORCA calculation (ωB97M-V with the def2-TZVPD basis set) on an isolated molecule of C16H20N4O3 in a non-equilibrium geometry.

Values from the calculation:
Kohn-Sham gap	8.41	eV
E	-29020.2752	eV

ORCA input file:
```
! wB97M-V def2-TZVPD RIJCOSX def2/J DEFGRID3
* xyz 0 1
O -1.570 3.497 -1.028
O -4.175 -3.253 2.797
O 1.835 2.082 -3.500
N -1.092 -2.350 1.249
N 1.128 0.705 -1.821
N 0.033 2.796 -2.457
N -2.652 -0.919 1.850
C -4.791 -3.746 3.981
C -2.723 -3.277 2.811
C -0.864 2.575 -1.427
C 3.630 1.763 -0.446
C -0.977 -1.157 0.594
C 0.063 -0.844 -0.247
C 0.031 4.039 -3.223
C 4.366 -0.685 -0.419
C -1.921 -0.206 0.935
C 2.371 -0.046 -1.838
C 3.162 0.286 -0.512
C 1.034 1.866 -2.594
C 0.104 0.368 -0.902
C -2.139 -2.212 1.974
C -0.917 1.289 -0.703
C -1.923 1.042 0.264
H 4.251 1.918 0.473
H 5.086 -0.532 -1.216
H -2.660 1.790 0.562
H -5.869 -3.927 3.825
H 4.177 2.002 -1.343
H 0.924 4.602 -3.009
H 2.781 2.454 -0.386
H -4.345 -4.678 4.317
H -4.652 -3.016 4.760
H 2.513 0.170 0.388
H 0.013 3.857 -4.273
H -3.467 -0.600 2.366
H 0.773 -1.663 -0.420
H -0.812 4.650 -3.015
H 3.975 -1.706 -0.542
H 3.018 0.132 -2.715
H 2.166 -1.109 -1.936
H 4.834 -0.599 0.538
H -2.385 -3.112 3.821
H -2.334 -4.245 2.464
*
```



Entry 4:
ORCA calculation (ωB97M-V with the def2-TZVPD basis set) on a structure of composition C2H5NO in a non-equilibrium geometry.

Values from the calculation:
Kohn-Sham gap	10.38	eV
E	-5689.2269	eV

ORCA input file:
```
! wB97M-V def2-TZVPD RIJCOSX def2/J DEFGRID3
* xyz 0 1
O 1.396 -1.104 0.700
N 0.460 0.623 -0.633
C -1.192 0.151 0.263
C 1.452 -0.211 -0.122
H -1.868 -0.583 -0.228
H -1.683 1.115 0.359
H 2.417 0.143 -0.562
H -0.767 -0.272 1.158
H -0.478 0.195 -0.915
*
```